Density functional theory data (ωB97M-V/def2-TZVPD) for a structure of composition C24H44Cl3N2O4SiTi at a distorted geometry.

Geometry as XYZ:
```
79
Properties=species:S:1:pos:R:3:mulliken_spin:R:1
C 2.482 -2.225 -7.324 -0.0002
C 1.792 -1.454 -8.402 -0.0001
H 2.489 -3.299 -7.538 0.0000
H 2.020 -2.029 -6.351 0.0001
H 3.536 -1.928 -7.237 0.0000
C 1.602 -1.934 -9.647 0.0000
C 2.095 -3.259 -10.112 0.0000
H 1.087 -1.338 -10.401 0.0000
H 1.943 -4.066 -9.381 0.0000
H 3.160 -3.262 -10.391 0.0000
H 1.529 -3.503 -11.022 0.0000
Ti 0.486 -0.098 -1.234 0.9757
Cl 1.555 1.243 0.231 -0.0090
Cl 2.199 -0.129 -2.730 0.0008
C -0.061 2.501 -2.319 0.0117
O -0.652 1.406 -1.992 0.0015
N -0.705 3.564 -2.820 0.0112
C -2.150 3.540 -3.081 0.0003
C 0.081 4.609 -3.492 -0.0012
H 1.033 2.576 -2.195 0.0006
H -2.673 3.094 -2.227 0.0001
H -2.388 2.952 -3.985 0.0006
H -2.488 4.577 -3.241 -0.0003
H 1.072 4.641 -3.031 0.0006
H -0.408 5.584 -3.397 0.0000
H 0.225 4.388 -4.560 0.0005
H -0.145 -4.679 -1.153 0.0003
H -0.626 -2.740 -3.109 0.0010
C -1.196 -4.536 -0.849 -0.0001
C -1.629 -3.100 -2.815 -0.0010
N -1.716 -3.266 -1.351 -0.0001
H -1.239 -4.571 0.246 -0.0004
C -1.625 -2.129 -0.614 -0.0020
O -1.367 -0.994 -1.143 0.0018
H -2.397 -2.387 -3.141 0.0000
H -1.701 -2.193 0.488 -0.0026
H -1.780 -5.356 -1.282 0.0000
H -1.799 -4.067 -3.296 -0.0001
O 0.394 -0.261 -6.949 0.0013
C 1.342 -0.070 -7.992 -0.0002
C -0.255 0.707 -9.872 -0.0001
C 0.946 0.834 -9.166 0.0000
H -1.036 0.036 -9.508 0.0000
C -0.420 1.384 -11.095 0.0000
H 2.228 0.376 -7.518 0.0004
C 1.953 1.679 -9.652 -0.0001
H -1.357 1.284 -11.651 0.0000
C 0.609 2.189 -11.605 0.0000
C 1.804 2.329 -10.880 0.0000
H 2.883 1.745 -9.077 0.0000
H 0.490 2.698 -12.564 0.0000
H 2.620 2.950 -11.257 0.0000
Si -0.751 0.562 -6.050 0.0035
Cl 1.243 -2.183 -0.581 0.0064
C -2.434 0.132 -6.690 -0.0001
C -0.498 2.390 -6.274 0.0001
C -0.588 -0.153 -4.352 0.0091
H -2.479 0.349 -7.756 0.0000
H -3.175 0.738 -6.159 0.0000
H -2.639 -0.929 -6.518 0.0000
H -0.477 -1.245 -4.379 -0.0006
H -1.370 0.153 -3.641 -0.0009
H 0.387 0.263 -4.039 -0.0086
H -0.627 2.595 -7.340 0.0000
H 0.503 2.736 -5.994 0.0004
H -1.249 2.977 -5.730 -0.0002
C -1.464 2.149 2.924 -0.0004
C -1.151 0.791 3.580 0.0003
C -0.641 -0.089 2.425 0.0006
O -1.047 0.517 1.178 -0.0023
C -1.600 1.816 1.422 -0.0016
H -2.372 2.600 3.350 0.0000
H -0.638 2.887 3.020 -0.0001
H -2.067 0.354 4.007 0.0000
H -0.410 0.864 4.378 0.0000
H 0.462 -0.176 2.444 0.0007
H -1.036 -1.126 2.425 0.0016
H -2.678 1.840 1.148 0.0002
H -1.055 2.513 0.764 0.0007
```

The net charge is 0. Its LUMO energy (alpha / beta) is 0.4 / 0.4 eV. For the energy above the lowest of the compared OMol25 structures with the same formula, charge and spin, the calculation gives 43.9 kJ/mol. The HOMO-LUMO gap (alpha / beta) is 7.602 / 9.094 eV. As for the multiplicity: 2.

---

Density functional theory data (ωB97M-V/def2-TZVPD) for a cluster of 2 separate species, C4H10O2 in total.

Geometry as XYZ:
```
16
Properties=species:S:1:pos:R:3:nbo_charge:R:1
C 0.530 -1.266 -0.359 -0.4541
C -0.324 -0.499 0.322 -0.0041
C -1.818 -0.646 0.222 -0.6510
C 0.184 0.574 1.270 -0.1020
O 1.535 0.905 1.094 -0.7260
H 0.190 -2.050 -1.031 0.2001
H 1.601 -1.138 -0.222 0.2188
H -2.099 -1.300 -0.609 0.2201
H -2.231 -1.073 1.144 0.2235
H -2.302 0.328 0.076 0.2170
H -0.467 1.462 1.188 0.1654
H 0.077 0.209 2.301 0.1934
H 1.615 1.284 0.199 0.4920
O 1.153 1.446 -1.730 -0.9573
H 0.531 0.718 -1.571 0.4879
H 1.827 1.046 -2.294 0.4762
```

The net charge is 0. Its LUMO energy is 0.8 eV. For the energy above the lowest of the compared OMol25 structures with the same formula, charge and spin, the calculation gives 99.1 kJ/mol. The HOMO-LUMO gap is 10.444 eV. As for the SMILES: C=C(C)CO.O.

---

Density functional theory data (ωB97M-V/def2-TZVPD) for a structure of composition C2H9OPSi at a distorted geometry.

Geometry as XYZ:
```
14
Properties=species:S:1:pos:R:3:mulliken_spin:R:1
C 0.831 1.756 0.301 -0.0030
C -1.757 -0.116 0.169 -0.0122
O 0.791 -1.199 1.715 0.9905
Si 0.122 0.045 -0.091 0.8449
P 0.886 -0.823 -2.022 0.1515
H 1.904 1.790 0.146 0.0072
H 0.373 2.508 -0.336 0.0248
H 0.635 2.020 1.335 -0.0016
H -2.304 0.613 -0.422 0.0281
H -2.112 -1.106 -0.104 0.0023
H -2.000 0.045 1.216 -0.0009
H 0.567 -2.104 1.504 -0.0476
H 0.090 -1.962 -1.959 -0.0029
H 1.974 -1.467 -1.452 0.0188
```

The net charge is 0. Its LUMO energy (alpha / beta) is 0.7 / -3.1 eV. For the energy above the lowest of the compared OMol25 structures with the same formula, charge and spin, the calculation gives 126.6 kJ/mol. The HOMO-LUMO gap (alpha / beta) is 5.569 / 6.064 eV. As for the multiplicity: 3.

---

Density functional theory data (ωB97M-V/def2-TZVPD) for a structure of composition C14H19BN3O3OsS at a distorted geometry.

Geometry as XYZ:
```
42
Properties=species:S:1:pos:R:3:nbo_charge:R:1
Os -0.550 -0.126 -1.638 0.8852
N 0.180 2.802 -4.787 -0.7455
C -0.271 2.032 -3.801 0.2927
S 0.794 0.709 -3.248 0.0362
N -1.430 2.262 -3.268 -0.3808
N -1.866 1.470 -2.289 -0.2871
C -2.964 1.834 -1.681 0.2005
C -3.609 1.151 -0.622 -0.2084
C -4.829 1.658 -0.136 -0.1193
C -5.488 1.069 0.914 -0.2139
C -4.946 -0.070 1.523 -0.1489
C -3.764 -0.608 1.076 -0.1966
C -3.044 -0.014 0.013 0.3554
O -1.904 -0.513 -0.332 -0.6425
H 1.092 2.653 -5.185 0.4218
H -0.362 3.596 -5.089 0.4290
H -3.422 2.756 -2.035 0.2334
H -5.245 2.534 -0.613 0.2264
H -6.422 1.476 1.269 0.2383
H -5.452 -0.522 2.364 0.2364
H -3.342 -1.493 1.528 0.2314
C 1.399 -1.061 2.690 -0.6366
C 2.237 -0.535 1.523 0.2549
C 3.324 0.388 2.051 -0.6318
O 1.318 0.203 0.664 -0.7122
B 0.970 -0.621 -0.342 0.9214
O 1.658 -1.770 -0.405 -0.7212
C 2.742 -1.672 0.566 0.2538
C 2.967 -3.026 1.218 -0.6299
C 3.979 -1.268 -0.233 -0.6360
H 0.915 -0.214 3.171 0.2284
H 2.024 -1.565 3.421 0.2251
H 0.625 -1.739 2.338 0.2109
H 2.875 1.124 2.711 0.2293
H 3.835 0.912 1.252 0.2242
H 4.043 -0.198 2.617 0.2233
H 2.067 -3.403 1.692 0.2245
H 3.753 -2.932 1.963 0.2256
H 3.284 -3.739 0.460 0.2311
H 3.861 -0.272 -0.652 0.2131
H 4.107 -1.966 -1.057 0.2303
H 4.864 -1.299 0.390 0.2281
```

The net charge is +1. Its LUMO energy (alpha / beta) is -5.8 / -5.8 eV. The HOMO-LUMO gap (alpha / beta) is 5.894 / 5.883 eV.

---

Density functional theory data (ωB97M-V/def2-TZVPD) for an isolated molecule of C2H3N at a distorted geometry.

Geometry as XYZ:
```
6
Properties=species:S:1:pos:R:3:nbo_charge:R:1
C -0.453 0.094 0.007 -0.7258
C 0.946 0.003 0.275 0.2734
N 2.097 0.020 0.263 -0.3137
H -0.886 1.027 0.025 0.2517
H -0.639 -0.506 -1.032 0.2568
H -1.065 -0.638 0.462 0.2576
```

The net charge is 0. Its LUMO energy is 0.7 eV. For the energy above the lowest of the compared OMol25 structures with the same formula, charge and spin, the calculation gives 63.6 kJ/mol. The HOMO-LUMO gap is 12.177 eV. As for the SMILES: CC#N.

---

So what do the calculations give for calculated total energy? Going down the list: -3871.10946 -308.86040 -787.50465 -1448.36872 -132.72749 Ha.